This record from OMol25 describes C24H32N5O3Pd as an isolated structure. The level of theory is wB97M-V/def2-TZVPD.

The geometry in ORCA input format:
```
! wB97M-V def2-TZVPD RIJCOSX def2/J DEFGRID3
* xyz -1 1
Pd -12.96612 9.65766 -7.61393
C -12.00891 6.77764 -11.61001
N -12.28349 6.63734 -10.16590
C -11.26145 5.80466 -9.46515
C -13.05278 7.41689 -9.44301
O -12.89020 7.45297 -8.13327
C -14.28853 8.02954 -10.10593
O -14.87778 8.95300 -9.12055
C -15.92538 8.55927 -8.20862
C -16.08719 7.09277 -7.81975
O -16.13563 6.26913 -8.76417
N -16.51636 6.73455 -6.55294
C -16.58790 5.29419 -6.25054
C -17.07613 7.62656 -5.53295
H -11.45339 5.86622 -11.87518
H -11.46216 7.70858 -11.86838
H -12.95847 6.81006 -12.12914
H -10.68598 5.29067 -10.25520
H -11.79056 5.10605 -8.80692
H -10.59395 6.43646 -8.84336
H -15.03025 7.28301 -10.36216
H -14.01867 8.66637 -10.94008
H -16.90622 8.83013 -8.69431
H -15.77552 9.20891 -7.34482
H -16.77840 4.77914 -7.22454
H -17.43505 5.08245 -5.55618
H -15.65828 4.93032 -5.71604
H -16.48748 8.52982 -5.37939
H -17.01683 7.10846 -4.53816
H -18.11593 7.76023 -5.80429
C -11.90137 11.22378 -4.68293
C -11.82905 9.74193 -4.97681
N -11.99702 8.97393 -6.01257
C -11.66625 7.62826 -5.65966
C -11.42283 7.64558 -4.33682
N -11.55594 8.94068 -3.90011
H -11.30363 11.39225 -3.76662
H -12.93439 11.51877 -4.51288
H -11.51242 11.82653 -5.53077
H -11.68908 6.89479 -6.45965
H -11.05274 6.83225 -3.73890
H -11.22372 9.23740 -2.95558
C -16.87115 13.20132 -7.02014
C -16.42234 12.98676 -8.32199
C -15.08598 12.63965 -8.52145
C -14.33559 12.16257 -7.41531
C -14.96122 12.05061 -6.16003
C -16.13914 12.74929 -5.92594
N -13.05522 11.65396 -7.61353
C -12.05260 12.36670 -8.24484
C -10.95527 11.69818 -8.83458
C -10.23015 12.30104 -9.84498
C -10.39056 13.67591 -10.02761
C -11.19092 14.41588 -9.16137
C -12.11669 13.78710 -8.31245
H -17.77197 13.72974 -6.84407
H -17.11377 13.19634 -9.18504
H -14.54808 12.90056 -9.46046
H -14.43680 11.53119 -5.35906
H -16.42502 12.94080 -4.89508
H -10.71587 10.65875 -8.53054
H -9.60974 11.69789 -10.51672
H -9.89032 14.17875 -10.87072
H -11.16268 15.53204 -9.19187
H -12.86361 14.38735 -7.80813
*
```

Its HOMO-LUMO gap (spin up / spin down) is 3.53 / 3.54 eV. Its LUMO energy (spin up / spin down) is 0.101 / 0.101 Eh. For the HOMO energy (spin up / spin down), the calculation gives -0.774 / -0.777 eV.

=====

This record from OMol25 describes a 13-piece molecular cluster, C10H46O18 overall. The level of theory is wB97M-V/def2-TZVPD.

The geometry in ORCA input format:
```
! wB97M-V def2-TZVPD RIJCOSX def2/J DEFGRID3
* xyz 0 1
O -1.53279 -1.27288 -1.03356
H -0.76468 -1.44922 -0.45388
H -1.90796 -2.17973 -1.23882
O 2.82790 -1.88403 -2.40251
H 3.18014 -1.50268 -1.55048
H 2.25910 -1.18176 -2.69969
O 0.01810 1.95038 4.26107
H 0.78406 2.35709 3.86476
H -0.08387 2.37797 5.13617
O 2.69003 2.45832 2.70244
H 2.52244 2.47379 1.73325
H 3.58475 2.75495 2.76025
O 0.94905 -3.53019 -1.31640
H 1.03195 -3.05735 -0.51178
H 1.65951 -3.14263 -1.81731
O 0.79123 0.19033 -2.76332
H 0.34125 1.04953 -2.57713
H 0.24009 -0.52064 -2.38944
O 4.53533 1.55173 -1.16993
H 3.81414 1.02341 -0.78012
H 4.65407 1.27187 -2.09273
O -3.28866 0.47555 0.69321
H -2.78292 -0.03964 0.05772
H -4.17363 0.38218 0.37314
C -2.22022 -6.05606 -0.58970
C -1.62567 -4.70506 -0.20365
O -1.75799 -3.93528 -1.40400
O -1.45805 -6.69786 -1.56191
H -3.23347 -5.82459 -0.98876
H -2.32176 -6.78046 0.27580
H -0.56052 -4.78604 0.03326
H -2.15644 -4.18977 0.60029
H -0.78529 -3.76337 -1.63895
H -1.53457 -6.15966 -2.34883
C 2.09631 4.06425 -1.14144
C 2.87675 5.13609 -1.83194
O 3.41042 6.10188 -0.98477
O 2.91942 3.49429 -0.06215
H 1.78621 3.34162 -1.86212
H 1.28422 4.51975 -0.63934
H 2.23547 5.51269 -2.65150
H 3.66746 4.60577 -2.39783
H 3.37017 5.62632 -0.13272
H 3.72152 3.07342 -0.47083
C -1.94274 -2.71282 3.83597
C -0.87977 -1.82000 4.41614
O -1.30955 -0.45855 4.47394
O -2.50020 -2.40138 2.57211
H -2.69821 -2.86324 4.59359
H -1.49740 -3.68982 3.61589
H 0.06956 -1.99520 3.81007
H -0.68494 -2.35682 5.40948
H -0.58545 0.18988 4.50836
H -3.16367 -1.68449 2.65646
C -2.95564 3.00421 -3.13705
C -2.33692 2.20915 -1.94912
O -0.92908 2.46075 -2.10939
O -2.61180 4.41119 -3.08392
H -4.06043 2.84611 -3.24755
H -2.38807 2.63431 -4.03067
H -2.45426 1.11528 -2.03591
H -2.69094 2.42711 -0.94689
H -0.77296 3.33533 -2.42310
H -3.24165 4.85219 -2.49121
C 0.96270 -0.65659 1.61801
C 0.97491 0.46739 0.59453
O 1.94735 0.17490 -0.39792
O 0.18399 -1.69890 0.99472
H 0.43213 -0.28956 2.51573
H 1.94989 -1.02981 1.92607
H 1.20282 1.39230 1.11003
H -0.03935 0.55824 0.17355
H 1.52756 0.30643 -1.27649
H -0.57046 -1.86193 1.52076
*
```

Its HOMO-LUMO gap is 10.08 eV. Its LUMO energy is 0.011 Eh. For the HOMO energy, the calculation gives -9.786 eV.

=====

This record from OMol25 describes C45H42Br2InN7P2S2 as an isolated structure. The level of theory is wB97M-V/def2-TZVPD.

The geometry in ORCA input format:
```
! wB97M-V def2-TZVPD RIJCOSX def2/J DEFGRID3
* xyz 2 1
In 1.99418 0.71036 0.74534
N 2.61549 3.36234 4.27021
C 2.71486 2.85304 3.04443
S 3.40512 1.27939 2.88775
N 2.35710 3.59498 2.02177
N 2.40681 3.06666 0.82971
C 2.56652 3.75089 -0.23964
C 2.79831 3.08051 -1.49789
C 3.19091 3.84855 -2.60028
C 3.56983 3.21350 -3.76711
C 3.52062 1.82532 -3.80850
C 3.07600 1.14107 -2.68789
N 2.73290 1.73991 -1.55229
H 2.95529 2.83634 5.05769
H 2.28219 4.30455 4.40241
H 2.66801 4.83503 -0.20345
H 3.21398 4.92377 -2.51663
H 3.90204 3.77835 -4.62257
H 3.82520 1.27957 -4.68804
H 2.98901 0.06283 -2.71593
Br 1.18723 -3.90993 6.18443
C 1.36743 -2.70544 4.73236
C 0.43985 -1.68446 4.54941
C 0.62194 -0.84609 3.46485
N 1.57638 -1.00846 2.56092
C 2.49530 -1.96197 2.74456
C 2.43249 -2.81839 3.84448
C 3.56333 -2.04265 1.72828
C 4.62563 -2.93766 1.82643
C 5.57044 -2.98584 0.80630
Br 7.03479 -4.17512 0.92496
C 5.43326 -2.13511 -0.28699
C 4.36676 -1.25875 -0.28193
N 3.46161 -1.21025 0.68397
H -0.39075 -1.55061 5.22331
H -0.03893 -0.00332 3.30764
H 3.18603 -3.56788 4.02615
H 4.74148 -3.58710 2.67832
H 6.14316 -2.14978 -1.09930
H 4.23802 -0.54573 -1.08554
C -6.66107 0.58384 -0.51077
S -5.35316 0.33772 -1.74506
C -4.63909 -1.23166 -1.13360
C -3.41607 -0.98496 -0.25589
C -2.25428 -0.45927 -1.09644
N -1.03225 -0.17473 -0.32750
P -0.76429 1.33556 0.41505
C -1.59596 2.49518 -0.72361
C -2.94995 2.78703 -0.57656
C -3.60139 3.53473 -1.53981
C -2.91380 3.98760 -2.65402
C -1.56203 3.71337 -2.79627
C -0.90030 2.97189 -1.83240
C -1.79917 1.38841 1.91386
C -2.00130 2.64592 2.48070
C -2.68692 2.76529 3.67506
C -3.17951 1.63307 4.30793
C -2.98671 0.38276 3.74445
C -2.28008 0.25371 2.56157
P 0.35404 -1.13296 -0.60293
C -0.34460 -2.80214 -0.33055
C -0.74900 -3.63931 -1.36668
C -1.35712 -4.84856 -1.07642
C -1.56065 -5.23373 0.23911
C -1.16678 -4.39992 1.27501
C -0.56197 -3.18959 0.98928
C 0.67808 -1.13728 -2.38934
C 1.55518 -2.11662 -2.85740
C 1.82460 -2.21097 -4.20939
C 1.23725 -1.32294 -5.09948
C 0.39952 -0.32259 -4.63090
C 0.13004 -0.21905 -3.27575
H -7.14435 1.52858 -0.74059
H -6.22220 0.62088 0.48227
H -7.38329 -0.22379 -0.58623
H -4.37571 -1.82031 -2.01192
H -5.41891 -1.74997 -0.57793
H -3.13324 -1.91839 0.23813
H -3.67322 -0.25104 0.51003
H -2.59107 0.44907 -1.60652
H -2.00659 -1.20491 -1.85676
H -3.49380 2.42414 0.28205
H -4.65014 3.75115 -1.41909
H -3.43152 4.55635 -3.40985
H -1.02570 4.07634 -3.66027
H 0.15662 2.75450 -1.93440
H -1.62695 3.52205 1.96569
H -2.84974 3.73817 4.11086
H -3.71207 1.72705 5.24093
H -3.39073 -0.49280 4.22926
H -2.11013 -0.72552 2.13977
H -0.59691 -3.35180 -2.39659
H -1.67473 -5.48811 -1.88624
H -2.02686 -6.18223 0.45490
H -1.33466 -4.69401 2.30093
H -0.26283 -2.52742 1.78896
H 1.99267 -2.81341 -2.15147
H 2.47269 -2.99045 -4.57713
H 1.41424 -1.42542 -6.15973
H -0.07300 0.36172 -5.31936
H -0.52895 0.55734 -2.91266
*
```

Its HOMO-LUMO gap is 6.67 eV. Its LUMO energy is -0.208 Eh. For the HOMO energy, the calculation gives -12.321 eV.

=====

This record from OMol25 describes a 3-piece molecular cluster, C6H19N2O2 overall. The level of theory is wB97M-V/def2-TZVPD.

The geometry in ORCA input format:
```
! wB97M-V def2-TZVPD RIJCOSX def2/J DEFGRID3
* xyz 1 1
C 0.71303 0.99341 1.61732
C -0.30421 -0.20522 1.69955
C -0.85732 -0.55541 0.35190
C -0.25937 -1.56985 -0.33527
N -0.70485 -2.30403 -1.40705
C -2.18326 -0.01300 -0.01637
C -2.51510 1.42596 0.36237
N 1.22792 1.19792 0.23028
H 0.46812 1.93794 2.12501
H 1.56925 0.91223 2.29156
H 0.14230 -1.09397 2.14016
H -1.01848 -0.00853 2.49166
H 0.73000 -1.89985 -0.05965
H -1.56481 -2.03705 -1.86091
H -0.00232 -2.69994 -2.00254
H -2.93564 -0.65558 0.53820
H -2.51479 -0.23191 -1.04693
H -3.06794 1.39717 1.32246
H -1.60959 1.98053 0.57263
H -3.22286 1.91725 -0.30100
H 1.24825 0.30141 -0.26820
H 0.69506 1.85667 -0.30673
H 2.16872 1.57903 0.25067
H 2.26734 -2.13055 0.69948
H 3.50950 -1.76932 -0.10233
O 2.70033 -1.39018 0.26120
H 1.39736 1.67880 -3.00787
H 0.15122 1.58211 -2.05430
O 1.04291 1.94222 -2.14511
*
```

Its HOMO-LUMO gap is 8.56 eV. Its LUMO energy is -0.106 Eh. For the HOMO energy, the calculation gives -11.435 eV.

=====

This record from OMol25 describes C23H21F6N2O3P2V as an isolated structure. The level of theory is wB97M-V/def2-TZVPD.

The geometry in ORCA input format:
```
! wB97M-V def2-TZVPD RIJCOSX def2/J DEFGRID3
* xyz 2 1
V -1.99988 1.26751 -1.15462
C -1.31400 4.50588 1.07847
C -1.23804 3.10495 0.59145
N -2.29126 2.35008 0.46240
O -3.43142 2.91082 0.94545
C 0.04113 2.43563 0.25596
C 1.35453 2.99295 0.67249
N -0.15117 1.32601 -0.36993
O 0.97691 0.52687 -0.53941
H -2.10829 5.02550 0.53991
H -0.37438 5.03120 0.93915
H -1.58678 4.52530 2.13618
H -4.17799 2.45203 0.52942
H 1.26607 3.54696 1.60459
H 1.70925 3.68470 -0.09756
H 2.10042 2.20981 0.77137
C -0.88193 -0.90708 4.23219
C 0.07082 0.03987 3.86565
C 0.60607 0.02172 2.59191
C 0.17353 -0.94222 1.67293
C -0.77095 -1.89963 2.04743
C -1.29659 -1.87653 3.32986
P 0.92045 -0.99688 0.07007
C 2.63907 -1.39400 0.08875
C 3.38956 -1.24760 -1.08356
C 4.73297 -1.57052 -1.06833
C 5.32159 -2.04404 0.10188
C 4.57299 -2.19367 1.26136
C 3.22615 -1.86718 1.26271
C 0.03184 -2.17267 -0.95467
C 0.65227 -3.37571 -1.25044
C -0.05887 -4.37282 -1.92300
C -1.37807 -4.17906 -2.29300
C -2.01103 -2.97567 -2.00417
C -1.31186 -1.97846 -1.33689
H -1.29221 -0.89470 5.23318
H 0.40475 0.77765 4.58270
H 1.37777 0.73321 2.32405
H -1.09252 -2.66269 1.35082
H -2.02470 -2.61943 3.62519
H 2.93186 -0.88270 -1.99577
H 5.32470 -1.45691 -1.96620
H 6.37294 -2.29934 0.10543
H 5.03647 -2.56495 2.16499
H 2.64256 -1.98755 2.16719
H 1.67844 -3.56016 -0.96222
H 0.43747 -5.30558 -2.15591
H -1.91603 -4.95786 -2.81648
H -3.03415 -2.79788 -2.30999
O -3.02821 -0.29884 -1.46929
C -1.88349 -0.67039 -1.14098
F -1.33882 2.63061 -2.38161
P -2.85383 2.84725 -3.54581
F -1.86926 3.31428 -4.64022
F -2.96763 4.26403 -2.89939
F -4.18505 2.86973 -4.31071
F -3.58458 2.25492 -2.09530
F -2.53961 1.30323 -3.83969
*
```

Its HOMO-LUMO gap (spin up / spin down) is 7.76 / 7.71 eV. Its LUMO energy (spin up / spin down) is -0.269 / -0.270 Eh. For the HOMO energy (spin up / spin down), the calculation gives -15.088 / -15.047 eV.

=====

This record from OMol25 describes C21H60BF7N5O10SV as an isolated structure. The level of theory is wB97M-V/def2-TZVPD.

The geometry in ORCA input format:
```
! wB97M-V def2-TZVPD RIJCOSX def2/J DEFGRID3
* xyz 4 1
O 4.27693 0.66149 0.38189
V 3.65231 1.58935 1.47072
O 4.81598 2.07902 2.43368
B 0.50801 0.40761 -0.17051
F 0.32696 1.01379 -1.41037
F 1.71369 0.83551 0.49254
F -0.53000 0.69637 0.71003
F 0.62066 -0.99779 -0.37149
C -1.79243 -3.15371 -4.35842
C -1.23685 -1.92405 -3.66699
C -2.24048 -1.35804 -2.67562
O -2.41007 -2.33577 -1.68156
C -3.41189 -2.02794 -0.73456
N -0.03208 -2.35476 -2.85607
H 0.76350 -2.56004 -3.46062
H 0.30353 -1.58793 -2.25246
H -0.29218 -3.13573 -2.24645
H -1.05645 -3.70344 -4.94396
H -2.57695 -2.84182 -5.05130
H -2.31125 -3.81255 -3.66329
H -0.97342 -1.13446 -4.36874
H -3.18260 -1.25489 -3.23389
H -1.98210 -0.36499 -2.28669
H -3.12283 -1.23908 -0.02371
H -3.58535 -2.91853 -0.13714
H -4.31012 -1.66629 -1.24151
C 0.02704 5.84558 -0.62371
C -0.89491 4.87130 0.06971
C -1.97329 4.25782 -0.77045
O -2.62641 3.32899 0.03971
C -3.80835 2.79796 -0.55467
N -0.05505 3.66526 0.57710
H 0.18135 3.70406 1.56834
H -0.60955 2.80484 0.42253
H 0.82716 3.63148 0.06981
H 0.93144 5.98803 -0.01974
H -0.40265 6.84485 -0.64147
H 0.35196 5.49488 -1.60263
H -1.33749 5.27310 0.97851
H -1.60042 3.79795 -1.69699
H -2.63071 5.07592 -1.09402
H -3.60365 2.42969 -1.56333
H -4.62072 3.52145 -0.50766
H -4.10310 1.92922 0.03299
C 5.35315 2.50164 -5.70030
C 4.39152 2.83055 -4.56962
C 2.99885 3.13903 -5.02040
O 2.21701 3.42248 -3.87080
C 0.83482 3.20880 -4.08725
N 4.35340 1.71596 -3.54695
H 5.25804 1.59818 -3.08317
H 3.64242 1.92842 -2.83397
H 4.10793 0.81890 -3.97246
H 5.50709 3.36477 -6.34108
H 4.89350 1.72993 -6.32622
H 6.28811 2.11574 -5.29824
H 4.77334 3.68245 -4.00378
H 2.56576 2.34997 -5.64977
H 3.02799 4.03749 -5.64684
H 0.26710 3.49195 -3.20629
H 0.62825 2.13814 -4.23202
H 0.48545 3.74765 -4.97007
C 0.63136 -4.97101 2.64752
C 0.39415 -4.30878 1.30147
C -0.79282 -4.87279 0.56592
O -0.97609 -4.10129 -0.60719
C -1.82921 -4.75540 -1.54225
N 0.21940 -2.81406 1.46410
H 0.93920 -2.42663 2.11315
H 0.33602 -2.31078 0.58254
H -0.68560 -2.58542 1.87440
H 0.52150 -6.04631 2.50351
H -0.11814 -4.65235 3.37681
H 1.61971 -4.79767 3.06327
H 1.29312 -4.37192 0.68560
H -1.70300 -4.79997 1.17976
H -0.60059 -5.93103 0.37515
H -2.80221 -4.93493 -1.07326
H -1.45744 -5.68505 -1.97509
H -1.99536 -4.04977 -2.35769
C -0.39273 -0.82470 4.94548
C -1.20918 0.11415 5.80333
C -2.22310 0.88851 4.98081
O -3.15700 1.52213 5.80181
C -4.49323 1.44430 5.33324
N -1.96833 -0.65222 6.88896
H -2.78423 -1.13884 6.51131
H -1.31209 -1.30888 7.31863
H -2.31382 -0.02405 7.62089
H -1.10929 -1.54185 4.52345
H 0.41249 -1.34893 5.45205
H 0.00127 -0.31316 4.06794
H -0.63752 0.82199 6.40567
H -2.71065 0.22424 4.25621
H -1.64857 1.63697 4.41950
H -4.76189 0.45803 4.92555
H -4.67401 2.11673 4.48579
H -5.19114 1.65085 6.13748
C 3.99972 -2.32685 1.65700
F 5.20899 -1.88375 1.36839
F 3.18751 -2.06521 0.60947
F 4.04215 -3.63095 1.85722
S 3.40084 -1.47796 3.18822
O 4.39653 -1.72423 4.14845
O 3.25850 -0.07316 2.73708
O 2.10390 -2.12381 3.40006
*
```

Its HOMO-LUMO gap is 7.57 eV. Its LUMO energy is -0.417 Eh. For the HOMO energy, the calculation gives -18.926 eV.

=====

For each record above, in turn, the calculated maximum force values are 0.0964 0.0467 0.0401 0.0554 0.0233 0.0925 Eh/bohr.
For each record above, in turn, the calculated molecular weight values are 544.97 454.46 1081.59 151.23 600.31 769.55 g/mol.
For each record above, in turn, the calculated total energy values are -1560.9673 -1762.8665 -8940.1605 -499.7248 -3449.7947 -3927.2473 a.u..